{"formula": "C14H54O20", "method": "ωB97M-V with the def2-TZVPD basis set", "e_lumo_ev": -0.78, "charge": 0, "fmax_ev_per_a": 3.66, "species": ["O", "H", "H", "O", "H", "H", "O", "H", "H", "O", "H", "H", "O", "H", "H", "O", "H", "H", "C", "C", "O", "O", "H", "H", "H", "H", "H", "H", "C", "C", "O", "O", "H", "H", "H", "H", "H", "H", "C", "C", "O", "O", "H", "H", "H", "H", "H", "H", "C", "C", "O", "O", "H", "H", "H", "H", "H", "H", "C", "C", "O", "O", "H", "H", "H", "H", "H", "H", "C", "C", "O", "O", "H", "H", "H", "H", "H", "H", "C", "C", "O", "O", "H", "H", "H", "H", "H", "H"], "coordinates": [[0.2283, -0.1504, -0.1239], [-0.0682, -0.4928, -0.9426], [0.2552, -0.9579, 0.3141], [-0.4726, -1.4930, -2.2393], [-1.2006, -1.8896, -1.7724], [-0.9172, -1.1503, -3.0447], [-0.1814, -2.9141, 0.2998], [-0.0629, -2.9059, 1.2588], [-1.0617, -3.2923, 0.2581], [1.8753, 1.4101, 1.6791], [1.5958, 0.8963, 0.9313], [2.2725, 2.2661, 1.3788], [2.0588, -2.1174, -1.8554], [1.1510, -2.0055, -2.1123], [2.1987, -3.0424, -2.1319], [2.8319, -2.0858, 0.6782], [2.3647, -2.1313, -0.1858], [3.4990, -2.7953, 0.4978], [-1.4505, -0.6565, 3.5003], [-2.4926, 0.2694, 4.1853], [-3.4613, -0.5326, 4.8289], [-0.4520, 0.2185, 2.9642], [-1.8607, -1.2847, 2.7126], [-1.1239, -1.4156, 4.2512], [-3.0582, 0.7821, 3.4399], [-1.9955, 0.9107, 4.8400], [-4.0590, -0.9471, 4.1463], [0.2809, -0.3563, 2.5919], [-2.1896, 2.0947, -3.0699], [-1.9908, 3.6862, -3.2087], [-0.7490, 4.0701, -3.7676], [-3.4612, 1.7897, -2.5969], [-1.4217, 1.5980, -2.3875], [-2.1119, 1.6765, -4.0412], [-2.1029, 4.1790, -2.2717], [-2.8550, 4.0674, -3.7467], [-0.0604, 3.5303, -3.4126], [-3.5159, 2.0623, -1.6942], [-1.2664, 2.4672, 0.7216], [-2.6739, 3.0318, 0.9296], [-3.5781, 2.3106, 0.2051], [-0.4453, 3.0711, 1.6964], [-0.8807, 2.6063, -0.2464], [-1.2392, 1.3848, 0.8692], [-2.6500, 4.0905, 0.5981], [-2.9251, 3.0192, 2.0208], [-3.7577, 1.4980, 0.6111], [0.2693, 2.5117, 1.9621], [1.4845, 2.4215, -2.2191], [1.6112, 1.3138, -3.1891], [0.5779, 1.3524, -4.1778], [1.9695, 3.6532, -2.7288], [2.1020, 2.1663, -1.3424], [0.4888, 2.5399, -1.8644], [1.5468, 0.4149, -2.5785], [2.6488, 1.3000, -3.5502], [0.6805, 0.4718, -4.5502], [2.9156, 3.7235, -2.4701], [4.9008, -0.4278, -1.2056], [5.0668, -0.8502, -2.6308], [6.3712, -1.4774, -2.6391], [3.6728, 0.2236, -1.0904], [5.5745, 0.3510, -0.8738], [4.9114, -1.3418, -0.5444], [4.9867, 0.0211, -3.2812], [4.3276, -1.5808, -2.8368], [6.3033, -1.9864, -3.4641], [3.0189, -0.4844, -0.8822], [1.8462, -2.0769, 3.9222], [1.2297, -3.3899, 4.4092], [1.9378, -3.7341, 5.6240], [1.3319, -1.8089, 2.6808], [2.9761, -1.9483, 3.8214], [1.5971, -1.2818, 4.6808], [1.5318, -4.0701, 3.6203], [0.1085, -3.1670, 4.4501], [1.4455, -3.6391, 6.3920], [1.9984, -2.0394, 1.9705], [-3.1202, -1.1864, -0.5993], [-4.5543, -0.7554, -0.4066], [-4.5919, 0.0217, 0.8456], [-3.0425, -2.3556, -1.3682], [-2.7004, -1.4573, 0.3899], [-2.6437, -0.2497, -0.9547], [-5.2385, -1.5894, -0.3082], [-4.8302, -0.2751, -1.3465], [-4.3230, -0.6072, 1.5359], [-3.2057, -3.0765, -0.7590]], "atomic_forces_ev_per_a": [[0.77, 2.53, 0.40], [-0.46, 0.20, -2.00], [0.17, -2.21, 1.98], [-0.32, 0.52, -1.92], [-0.78, -0.82, 0.50], [0.54, -0.07, 0.53], [-0.32, -0.29, 0.39], [0.67, 0.23, 0.36], [-0.24, -0.17, -0.47], [0.90, 1.62, 0.93], [-0.20, -0.13, -1.05], [-0.50, -1.43, 0.03], [1.22, -1.44, -0.30], [-1.40, 0.62, -0.12], [0.31, 0.45, 0.20], [1.35, -1.48, -0.99], [-0.46, 0.24, 0.13], [-0.53, 0.87, 0.77], [0.51, 1.08, 0.56], [-0.52, -2.82, -2.28], [-1.25, -1.12, 0.12], [0.31, -1.60, 0.05], [-0.64, 0.02, -0.48], [0.33, 0.77, -0.15], [0.25, 1.18, -0.74], [0.53, 0.99, 1.25], [1.09, 0.82, 1.19], [-0.83, 0.83, 0.77], [1.06, 1.56, 1.17], [0.27, -1.86, 0.16], [-1.40, 0.53, -0.87], [-0.76, -0.61, -0.98], [-0.52, 0.80, -0.86], [0.30, -0.43, -0.94], [-0.03, 0.06, 1.42], [0.27, -0.06, -0.82], [0.56, -0.31, 0.19], [-0.20, 0.51, 1.46], [-0.26, -0.62, 2.41], [1.75, 0.99, 1.01], [-0.92, 1.69, -2.51], [-0.63, 1.46, -0.18], [0.28, 0.64, -1.61], [-0.42, -0.05, 0.12], [-0.36, -0.51, 0.17], [0.35, 0.06, -0.69], [-0.56, -1.93, 1.09], [0.62, -1.03, 0.13], [1.84, 0.35, 0.88], [0.17, -0.47, 0.66], [0.98, -0.63, 0.22], [0.90, 0.51, 0.14], [-0.35, -0.21, -0.16], [-0.94, 0.21, 0.18], [-0.27, -0.39, -0.09], [-0.30, 0.17, -0.58], [-0.45, 0.13, -0.66], [-1.11, 0.00, -0.41], [-0.65, -0.25, 0.73], [1.92, 0.31, 1.32], [-0.86, -0.20, -1.59], [-2.11, -0.52, 0.62], [0.99, -0.44, -0.07], [0.48, 1.01, -0.49], [0.12, -0.09, -0.24], [-0.92, -0.55, -0.51], [0.86, 0.00, 0.42], [0.50, 1.21, -0.30], [1.32, 1.36, 1.72], [1.19, 1.49, 0.55], [0.65, -0.64, -2.77], [-0.97, 0.18, -2.02], [-1.14, -1.12, 0.63], [-0.11, -0.41, -0.85], [-0.58, -0.85, 0.19], [1.46, -0.92, 0.30], [-1.70, 0.36, 1.94], [-0.54, 0.42, 0.51], [-0.53, 0.68, 2.05], [0.09, -0.32, 0.91], [-0.45, -0.73, -1.15], [0.83, -0.14, -1.30], [0.08, 0.64, -0.19], [0.55, -1.13, -0.43], [-0.06, -0.42, 0.15], [-0.40, 1.04, 0.70], [-0.14, 0.34, -0.32], [-0.22, -0.26, -0.16]]}